Entry 1:
A structure of composition C6H15N in a non-equilibrium geometry. Source: the OMol25 dataset; level of theory: wB97M-V/def2-TZVPD.

```
22
Properties=species:S:1:pos:R:3
N 0.35 0.14 0.62
C 2.12 -1.54 0.98
C -2.29 0.73 -0.44
C 1.18 -0.87 -0.04
C 0.31 -1.92 -0.72
C 0.17 1.21 -0.06
C -1.05 1.44 -0.83
H -0.20 0.80 -1.36
H 2.93 -2.11 0.54
H 1.56 -2.09 1.72
H 1.07 1.83 -0.25
H 0.91 -2.61 -1.30
H -0.48 -1.49 -1.33
H -1.16 2.46 -1.15
H 2.59 -0.75 1.56
H -0.22 -2.49 0.05
H -2.05 -0.26 -0.03
H -1.24 2.92 1.55
H 1.90 -0.45 -0.74
H -3.03 0.74 -1.23
H -0.68 3.14 2.00
H -2.70 1.17 0.47
```

Summary:
Lowest unoccupied orbital energy   1.1 eV
Energy relative to the best compared isomer or geometry (same formula, charge and spin)   449.4 kJ/mol
Orbital gap   8.788 eV
Calculated total energy   -7951.1093 eV

***

Entry 2:
A structure of composition C38H46IrOP2Si in a non-equilibrium geometry. Source: the OMol25 dataset; level of theory: wB97M-V/def2-TZVPD.

```
89
Properties=species:S:1:pos:R:3
Ir 0.22 -0.05 2.18
P 1.55 0.06 0.51
P -1.40 -0.51 0.60
Si -0.42 -0.11 5.55
O -0.63 -0.23 3.94
C 1.24 0.99 -5.07
C 2.12 1.72 0.04
C -2.64 0.79 0.23
C -0.54 -0.72 -0.98
C -1.90 -0.43 -4.89
C -3.91 -4.37 0.98
C -4.88 1.46 -0.38
C -0.98 1.46 -6.34
C -3.54 -3.63 2.12
C -2.21 2.12 0.16
C 4.30 -0.49 0.31
C 0.02 -1.77 6.36
C 2.29 2.72 1.01
C 4.04 -3.08 1.36
C -1.89 0.85 -5.31
C 0.30 -1.18 -6.03
C -2.74 -2.77 -0.41
C 2.04 0.49 3.17
C -3.13 3.12 -0.15
C 3.04 -0.99 0.66
C 2.90 -2.28 1.19
C 2.38 2.00 -1.31
C 1.03 0.86 6.36
C 0.81 -0.60 -0.99
C -2.37 -2.04 0.73
C 0.37 1.98 -5.79
C 3.11 4.22 -0.70
C -3.51 -3.93 -0.29
C 5.43 -1.29 0.48
C -1.05 -1.56 -5.38
C -3.97 0.46 -0.06
C 5.30 -2.58 1.01
C 2.88 3.25 -1.68
C 2.84 3.95 0.65
C -1.85 0.73 6.46
C -4.47 2.79 -0.40
C 1.21 -0.35 -5.18
C -2.75 -2.49 2.00
H 2.94 0.68 2.56
H -2.43 -1.93 2.88
H 2.19 1.23 -2.06
H -5.19 3.58 -0.62
H 3.09 3.45 -2.74
H 1.46 -0.85 -1.84
H 1.91 -2.63 1.48
H 1.77 1.39 3.75
H -0.86 -2.24 -4.53
H 1.03 1.92 6.12
H 1.02 -2.09 6.04
H 2.01 0.45 6.09
H 2.01 2.54 2.04
H -2.69 -0.74 -4.19
H -4.51 -5.27 1.08
H -2.81 0.28 6.21
H 4.39 0.52 -0.08
H 0.93 0.77 7.45
H -3.80 -4.48 -1.18
H -3.87 -3.97 3.10
H 0.10 -0.71 -7.00
H -4.28 -0.59 -0.05
H 0.18 2.82 -5.11
H -0.79 0.79 -7.18
H -1.51 2.34 -6.75
H 0.01 -1.66 7.46
H 6.19 -3.19 1.16
H 6.41 -0.89 0.20
H 3.06 4.69 1.42
H 2.03 1.46 -4.49
H -0.70 -2.55 6.07
H 2.27 -0.34 3.85
H 0.82 -2.12 -6.25
H 3.93 -4.08 1.77
H 3.51 5.20 -0.99
H 1.99 -0.93 -4.66
H -5.92 1.19 -0.61
H -2.66 1.53 -4.94
H -2.80 4.16 -0.20
H -1.61 -2.16 -6.12
H -1.16 -0.91 -1.87
H -1.69 0.66 7.54
H -1.91 1.80 6.19
H -1.16 2.34 0.35
H 0.92 2.42 -6.64
H -2.44 -2.44 -1.40
```

Summary:
Lowest unoccupied orbital energy (alpha / beta)   -5.5 / -10.2 eV
Energy relative to the best compared isomer or geometry (same formula, charge and spin)   234.5 kJ/mol
Total charge   +2
Orbital gap (alpha / beta)   6.480 / 2.707 eV
Calculated total energy   -71472.5823 eV
2S+1   6

***

Entry 3:
A cluster of 8 separate species, C29H59NO9 in total in a non-equilibrium geometry. Source: the OMol25 dataset; level of theory: wB97M-V/def2-TZVPD.

```
98
Properties=species:S:1:pos:R:3
O 11.66 6.22 9.79
O 13.74 10.72 11.12
O 7.60 12.67 15.25
O 11.64 12.41 12.84
O 7.27 8.62 10.57
O 10.97 10.26 20.22
O 8.52 13.51 9.86
O 13.47 14.05 19.89
O 14.65 11.28 13.06
N 14.20 11.50 11.92
C 14.23 15.05 17.87
C 6.20 14.62 14.84
C 12.72 15.03 17.89
C 12.35 14.73 19.38
C 10.65 6.30 10.81
C 10.69 11.26 14.72
C 12.07 9.92 18.10
C 10.62 14.42 10.33
C 11.10 11.14 12.46
C 11.42 7.44 9.06
C 11.03 8.51 10.12
C 9.35 13.91 10.93
C 6.29 8.35 11.57
C 6.30 13.06 14.70
C 12.25 10.39 19.61
C 11.56 12.39 14.29
C 8.76 14.43 8.79
C 7.64 15.03 15.12
C 10.63 9.44 18.04
C 14.34 12.94 11.45
C 10.35 14.69 8.82
C 7.05 9.97 10.21
C 14.62 14.72 19.32
C 10.58 7.71 11.37
C 6.39 9.56 12.45
C 10.00 10.83 13.44
C 10.32 9.18 19.55
C 6.31 10.66 11.40
C 8.12 13.85 15.95
H 9.21 13.69 15.92
H 9.99 11.57 15.53
H 11.19 7.80 12.28
H 6.45 12.62 13.71
H 12.83 9.16 17.81
H 11.14 13.35 14.68
H 11.49 13.75 10.45
H 15.36 12.99 11.10
H 13.60 13.15 10.67
H 8.16 15.06 14.15
H 12.22 15.97 17.60
H 5.60 14.89 15.72
H 14.31 13.56 12.33
H 11.47 14.12 19.52
H 5.51 12.50 15.20
H 8.84 14.65 11.60
H 11.91 9.13 10.28
H 5.84 15.10 13.95
H 9.69 9.76 13.35
H 12.59 11.43 19.74
H 12.29 15.69 19.97
H 5.32 8.34 11.06
H 12.28 14.28 17.24
H 5.26 10.93 11.13
H 12.97 9.74 20.21
H 14.83 15.61 19.93
H 6.75 11.57 11.72
H 6.50 7.36 11.98
H 10.57 7.28 8.31
H 14.55 14.28 17.20
H 12.23 10.83 17.54
H 14.66 16.03 17.53
H 10.53 8.68 17.31
H 10.91 15.30 10.89
H 10.15 9.11 9.81
H 10.78 8.22 19.91
H 10.63 15.74 8.60
H 8.20 15.36 8.93
H 11.37 10.53 15.17
H 7.36 9.54 13.02
H 9.55 8.03 11.56
H 12.57 12.34 14.66
H 10.88 14.07 8.15
H 9.68 5.95 10.34
H 10.96 5.47 11.51
H 5.59 9.50 13.21
H 12.38 7.63 8.54
H 7.77 16.07 15.52
H 9.41 13.02 11.54
H 6.39 9.96 9.33
H 8.38 13.88 7.86
H 15.48 14.05 19.38
H 11.91 10.39 12.55
H 7.66 13.95 16.91
H 8.01 10.48 9.94
H 9.28 9.22 19.88
H 10.75 11.23 11.43
H 9.98 10.31 17.77
H 9.09 11.42 13.15
```

Summary:
Lowest unoccupied orbital energy   0.3 eV
Energy relative to the best compared isomer or geometry (same formula, charge and spin)   436.8 kJ/mol
SMILES   C[N+](=O)[O-].C1CCOC1.C1CCOC1.C1CCOC1.C1CCOC1.C1CCOC1.C1CCOC1.C1CCOC1
Orbital gap   9.643 eV
Calculated total energy   -50940.0028 eV

***

Entry 4:
A structure of composition C44H59I2N8O2Sr in a non-equilibrium geometry. Source: the OMol25 dataset; level of theory: wB97M-V/def2-TZVPD.

```
116
Properties=species:S:1:pos:R:3
I -4.06 -3.17 -3.41
I -4.17 -2.96 -0.78
Sr -1.64 -0.46 -0.64
O -0.34 -2.03 -1.81
O -1.30 0.35 1.55
N -0.89 2.92 -4.34
N 0.72 -0.54 0.12
N -3.64 1.23 -0.10
N -8.98 2.60 6.85
N -4.74 2.15 1.59
N -2.63 1.41 -5.14
N -0.29 0.75 -5.27
N -1.41 0.88 -3.10
C 1.00 -0.17 1.36
C -5.64 2.24 2.69
C -2.20 2.80 -5.01
C 5.19 -0.92 -2.13
C 2.37 -0.12 3.36
C -4.56 1.05 0.82
C -0.06 0.44 3.57
C -7.18 3.52 3.99
C 0.03 -4.45 -3.17
C 6.04 -2.18 -1.91
C -1.85 2.15 3.94
C -6.32 3.43 2.91
C 1.18 0.28 4.09
C -8.27 2.52 5.95
C -1.27 0.81 4.41
C 1.32 -3.75 -3.63
C 1.80 -2.63 -2.69
C -2.70 0.82 -3.81
C 1.56 -1.01 -0.84
C 2.27 -0.34 2.04
C 1.09 -3.17 -5.03
C 3.72 -1.26 -1.89
C 5.67 0.17 -1.18
C -7.36 2.43 4.83
C 5.37 -0.44 -3.57
C 3.66 -0.30 4.16
C -2.35 -0.28 4.30
C -1.00 2.30 -3.03
C -1.61 0.68 -5.91
C -0.19 0.23 2.14
C 3.11 -2.26 -2.71
C 3.44 -1.35 5.25
C 2.40 -4.84 -3.73
C -3.22 2.53 0.08
C 2.95 -0.68 -0.94
C -0.90 0.94 5.89
C -6.67 1.24 4.60
C 0.93 -1.90 -1.80
C -3.89 3.12 1.10
C -5.80 1.15 3.53
C 4.03 1.04 4.81
C -0.40 0.18 -3.94
C 0.09 2.16 -5.13
C 4.81 -0.75 3.27
H 6.42 -0.17 -3.74
H -6.20 4.26 2.24
H 1.30 0.44 5.15
H 5.76 -2.99 -2.58
H -1.54 1.11 -6.91
H -0.04 2.37 -2.51
H -1.13 2.96 4.10
H 5.70 -0.88 3.88
H -1.97 -1.25 4.60
H 1.06 2.22 -4.64
H -0.52 0.00 6.30
H -1.79 1.21 6.45
H 0.30 -2.43 -5.03
H -0.83 -3.80 -3.19
H 3.76 -2.76 -3.42
H -3.00 -0.23 -3.89
H 0.13 -4.83 -2.15
H -2.74 -0.36 3.28
H -3.18 -0.03 4.96
H -3.45 1.35 -3.22
H 4.20 1.81 4.06
H 5.12 1.10 -1.31
H 4.60 -1.70 2.78
H 5.59 -0.14 -0.13
H 5.05 -0.01 2.50
H -0.14 -5.30 -3.82
H 6.72 0.38 -1.38
H 3.26 1.40 5.50
H 0.16 2.61 -6.12
H 3.16 -2.32 4.82
H -3.83 4.09 1.55
H -2.12 2.12 2.89
H 4.76 0.44 -3.77
H -2.75 2.39 4.52
H -0.16 1.72 6.07
H 4.36 -1.50 5.82
H 3.11 -0.71 1.49
H 2.72 -5.17 -2.75
H 4.95 0.93 5.39
H 0.80 -3.96 -5.73
H 3.35 0.10 -0.31
H -5.21 0.25 3.39
H -5.14 0.15 0.97
H -1.76 2.85 -2.46
H 5.11 -1.20 -4.30
H 2.66 -1.07 5.96
H 5.94 -2.55 -0.88
H 1.99 -5.70 -4.27
H -7.73 4.44 4.18
H 0.57 0.23 -3.43
H -2.94 3.35 -4.43
H -6.81 0.40 5.27
H -2.45 2.98 -0.53
H 7.09 -1.95 -2.08
H -1.90 -0.36 -5.99
H 3.28 -4.52 -4.29
H -0.70 -0.87 -4.00
H 1.99 -2.69 -5.42
H -2.13 3.25 -6.00
```

Summary:
Lowest unoccupied orbital energy (alpha / beta)   -4.5 / -4.5 eV
Total charge   +1
Orbital gap (alpha / beta)   5.114 / 5.113 eV
Calculated total energy   -79637.1296 eV

***

Entry 5:
A cluster of 2 separate species, C3H9NS2 in total in a non-equilibrium geometry. Source: the OMol25 dataset; level of theory: wB97M-V/def2-TZVPD.

```
15
Properties=species:S:1:pos:R:3
S 0.70 -1.39 -2.93
S -0.24 -1.97 -1.21
N 0.11 1.55 0.76
C 1.08 -1.68 0.06
C -0.41 1.86 -0.34
C -0.76 0.97 1.76
H -1.48 1.95 -0.53
H -1.61 1.60 2.00
H -0.31 -0.57 -3.41
H 0.56 -2.00 0.96
H 1.88 -2.40 -0.08
H 0.30 2.03 -1.16
H -0.22 0.77 2.70
H -1.07 -0.04 1.48
H 1.46 -0.67 -0.06
```

Summary:
Lowest unoccupied orbital energy   0.6 eV
Energy relative to the best compared isomer or geometry (same formula, charge and spin)   145.4 kJ/mol
SMILES   C=NC.CSS
Orbital gap   9.085 eV
Calculated total energy   -26416.1693 eV